DFT (ωB97M-V/def2-TZVPD) results for a structure of composition C32H37N6O3S3Sr.

Calculated values
Orbital gap, Ha: 0.2581
E_tot, Ha: -3021.05287
Energy above the lowest of the compared OMol25 structures with the same formula, charge and spin, eV: 0.303

The geometry in ORCA input format:
```
! RIJCOSX wB97M-V def2-TZVPD def2/J DEFGRID3
* xyz 1 1
Sr 0.83 0.16 -0.38
C -0.09 -2.41 -2.46
N 1.17 -1.64 -2.51
C 2.29 -2.56 -2.25
C 2.31 -3.14 -0.86
C 2.66 -4.47 -0.68
C 2.77 -4.96 0.61
C 2.51 -4.11 1.67
C 2.15 -2.80 1.40
N 2.05 -2.31 0.16
C 1.35 -1.03 -3.84
C 0.99 0.43 -3.99
C 0.95 0.93 -5.29
C 0.74 2.28 -5.49
C 0.56 3.09 -4.38
C 0.59 2.51 -3.13
N 0.80 1.20 -2.93
C -1.32 -1.55 -2.53
C -2.21 -1.64 -3.59
C -3.36 -0.85 -3.57
C -3.56 0.00 -2.50
C -2.61 0.05 -1.49
N -1.51 -0.71 -1.51
H -0.12 -2.95 -1.51
H -0.11 -3.16 -3.26
H 3.21 -2.00 -2.40
H 2.30 -3.38 -2.98
H 2.85 -5.10 -1.53
H 3.04 -5.99 0.78
H 2.57 -4.45 2.70
H 1.90 -2.12 2.19
H 0.80 -1.61 -4.59
H 2.40 -1.11 -4.12
H 1.09 0.26 -6.13
H 0.71 2.69 -6.49
H 0.39 4.16 -4.47
H 0.42 3.11 -2.24
H -2.02 -2.33 -4.40
H -4.07 -0.91 -4.38
H -4.44 0.63 -2.44
H -2.71 0.73 -0.66
C 4.59 0.30 -1.15
O 3.35 1.00 -1.06
C 3.45 2.21 -0.31
C 3.49 1.93 1.18
O 2.29 1.24 1.50
C 2.17 0.88 2.86
C 0.73 0.53 3.13
O 0.30 -0.42 2.16
C -1.00 -0.94 2.46
H 5.40 0.98 -1.41
H 4.83 -0.22 -0.21
H 4.49 -0.44 -1.94
H 4.33 2.77 -0.61
H 2.56 2.79 -0.54
H 4.36 1.33 1.46
H 3.53 2.88 1.73
H 2.83 0.02 3.07
H 2.46 1.71 3.51
H 0.63 0.10 4.14
H 0.10 1.43 3.08
H -1.74 -0.13 2.47
H -1.25 -1.65 1.67
H -0.99 -1.45 3.42
S -1.87 3.65 5.49
C -1.94 3.21 3.90
S -0.80 3.88 2.75
C -1.42 2.82 1.51
N -2.42 2.11 1.89
N -2.76 2.37 3.22
C -3.90 1.67 3.70
C -4.32 0.53 3.02
C -5.43 -0.17 3.46
C -6.13 0.25 4.57
C -5.73 1.40 5.23
C -4.62 2.11 4.81
S -0.69 2.71 -0.05
H -3.80 0.22 2.13
H -5.75 -1.05 2.92
H -7.00 -0.30 4.92
H -6.28 1.76 6.09
H -4.32 3.01 5.32
*
```